Record 1
Density functional theory data (ωB97M-V/def2-TZVPD) for 6 unconnected molecules or ions with the total composition C37H75FNO8S in a non-equilibrium geometry.

Results
Lowest unoccupied orbital energy (alpha / beta) = 0.108 / -0.419 eV
Spin multiplicity = 2
Max |F| = 6.6 eV/Å
Net charge = 0
Orbital gap (alpha / beta) = 8.658 / 8.130 eV

Bonds (Å) are listed after each position.
Positions of all 123 atoms, in Å:
1 S -0.784 0.740 4.921  F2 1.702, O4 1.521, O10 1.498, C37 1.886
2 F 0.637 -0.187 5.061  S1 1.702
3 O -3.557 0.878 -0.466  N11 1.325
4 O -1.862 -0.111 5.576  S1 1.521
5 O 2.769 -4.532 -5.678  C20 1.421, C21 1.422
6 O 3.908 1.713 -2.159  C19 1.422, C44 1.421
7 O -5.669 -4.481 1.970  C30 1.422, C33 1.421
8 O 1.759 7.263 1.489  C29 1.421, C36 1.421
9 O 0.451 -3.939 -0.867  C25 1.422, C35 1.421
10 O -0.705 2.015 5.703  S1 1.498
11 N -2.752 0.965 0.583  O3 1.325, C28 1.493, C42 1.492
12 C 0.103 1.215 2.179  C16 1.595, C37 1.603, H104 1.148, H118 1.158
13 C 2.621 -3.727 -2.004  C25 1.518, H69 1.093, H76 1.093, H116 1.093
14 C 1.744 2.343 -1.176  C19 1.519, H108 1.093, H113 1.094, H117 1.093
15 C -4.760 1.434 2.195  C42 1.609, H63 1.149, H93 1.150, H122 1.146
16 C 1.171 2.273 2.711  C12 1.595, C26 1.569, C41 1.544
17 C -3.535 3.309 0.912  C42 1.632, H80 1.140, H90 1.154, H96 1.152
18 C 2.048 4.530 3.918  C39 1.572, C41 1.569, H65 1.152
19 C 2.801 2.602 -2.235  O6 1.422, C14 1.519, H78 1.094, H82 1.094
20 C 3.657 -4.782 -6.759  O5 1.421, C22 1.519, H71 1.093, H73 1.095
21 C 1.730 -3.590 -5.918  O5 1.422, C31 1.519, H62 1.094, H74 1.094
22 C 4.427 -3.552 -7.207  C20 1.519, H53 1.092, H88 1.093, H112 1.093
23 C 3.034 0.008 -3.701  C44 1.519, H66 1.093, H70 1.093, H107 1.093
24 C 5.326 2.503 2.375  C27 1.615, H54 1.140, H77 1.157, H121 1.156
25 C 1.863 -4.037 -0.726  O9 1.422, C13 1.518, H57 1.094, H105 1.094
26 C 2.676 1.963 2.393  C16 1.569, C27 1.545, H115 1.150
27 C 3.823 2.914 2.802  C24 1.615, C26 1.545, C39 1.555
28 C -2.368 -0.382 1.098  N11 1.493, C40 1.635, C46 1.607, C47 1.632
29 C 2.711 6.723 0.581  O8 1.421, C34 1.519, H56 1.094, H68 1.094
30 C -6.232 -3.800 3.085  O7 1.422, C43 1.519, H50 1.094, H59 1.094
31 C 0.784 -4.003 -7.032  C21 1.519, H51 1.093, H67 1.093, H110 1.093
32 C -2.345 2.129 2.889  C37 1.616, C42 1.607, H61 1.158, H83 1.140
33 C -5.925 -5.876 1.886  O7 1.421, C45 1.519, H79 1.094, H91 1.095
34 C 4.058 7.422 0.629  C29 1.519, H94 1.093, H120 1.093, H123 1.093
35 C -0.154 -4.820 -1.804  O9 1.421, C38 1.518, H75 1.095, H103 1.094
36 C 1.404 8.625 1.297  O8 1.421, C48 1.519, H86 1.094, H89 1.095
37 C -1.193 1.015 3.101  S1 1.886, C12 1.603, C32 1.616, C46 1.639
38 C 0.041 -6.288 -1.469  C35 1.518, H64 1.092, H97 1.093, H111 1.093
39 C 3.556 4.223 3.597  C18 1.572, C27 1.555, H49 1.151
40 C -1.247 -0.954 0.055  C28 1.635, H81 1.151, H85 1.155, H98 1.149
41 C 0.878 3.587 3.468  C16 1.544, C18 1.569, H100 1.135
42 C -3.314 1.862 1.635  N11 1.492, C15 1.609, C17 1.632, C32 1.607
43 C -5.726 -4.310 4.423  C30 1.519, H52 1.093, H55 1.093, H102 1.093
44 C 3.623 0.332 -2.340  O6 1.421, C23 1.519, H60 1.094, H109 1.095
45 C -7.401 -6.214 1.766  C33 1.519, H58 1.092, H84 1.093, H99 1.093
46 C -1.861 -0.403 2.623  C28 1.607, C37 1.639, H95 1.157, H106 1.156
47 C -3.579 -1.474 1.021  C28 1.632, H92 1.159, H101 1.141, H119 1.141
48 C 0.763 8.901 -0.051  C36 1.519, H72 1.093, H87 1.093, H114 1.092
49 H 4.406 4.921 3.936  C39 1.151
50 H -5.948 -2.750 2.979  C30 1.094
51 H 1.287 -4.013 -8.002  C31 1.093
52 H -6.100 -3.682 5.236  C43 1.093
53 H 5.174 -3.821 -7.957  C22 1.092
54 H 5.921 2.098 3.258  C24 1.140
55 H -4.633 -4.307 4.449  C43 1.093
56 H 2.847 5.676 0.868  C29 1.094
57 H 2.139 -5.020 -0.333  C25 1.094
58 H -7.534 -7.284 1.590  C45 1.092
59 H -7.325 -3.833 3.039  C30 1.094
60 H 4.576 -0.194 -2.236  C44 1.094
61 H -3.011 2.100 3.836  C32 1.158
62 H 2.151 -2.598 -6.106  C21 1.094
63 H -5.177 2.295 2.831  C15 1.149
64 H -0.537 -6.915 -2.152  C38 1.092
65 H 1.850 5.497 4.513  C18 1.152
66 H 2.040 0.446 -3.822  C23 1.093
67 H 0.396 -5.009 -6.856  C31 1.093
68 H 2.306 6.716 -0.436  C29 1.094
69 H 3.697 -3.705 -1.813  C13 1.093
70 H 2.940 -1.072 -3.831  C23 1.093
71 H 4.370 -5.531 -6.403  C20 1.093
72 H -0.080 8.226 -0.223  C48 1.093
73 H 3.120 -5.239 -7.596  C20 1.095
74 H 1.162 -3.515 -4.986  C21 1.094
75 H 0.195 -4.596 -2.817  C35 1.095
76 H 2.314 -2.759 -2.410  C13 1.093
77 H 5.845 3.442 1.943  C24 1.157
78 H 2.366 2.583 -3.239  C19 1.094
79 H -5.410 -6.228 0.988  C33 1.094
80 H -4.318 3.266 0.084  C17 1.140
81 H -1.742 -1.551 -0.796  C40 1.151
82 H 3.205 3.607 -2.090  C19 1.094
83 H -1.956 3.197 2.800  C32 1.140
84 H -7.946 -5.955 2.676  C45 1.093
85 H -0.583 -0.097 -0.341  C40 1.155
86 H 0.685 8.868 2.084  C36 1.094
87 H 1.472 8.751 -0.870  C48 1.093
88 H 4.931 -3.081 -6.358  C22 1.093
89 H 2.273 9.272 1.461  C36 1.095
90 H -2.532 3.759 0.563  C17 1.154
91 H -5.467 -6.399 2.731  C33 1.095
92 H -3.079 -2.476 1.321  C47 1.159
93 H -4.601 0.555 2.919  C15 1.150
94 H 3.989 8.452 0.271  C34 1.093
95 H -2.784 -0.671 3.265  C46 1.157
96 H -3.928 4.008 1.740  C17 1.152
97 H -0.276 -6.495 -0.444  C38 1.093
98 H -0.548 -1.672 0.617  C40 1.149
99 H -7.858 -5.660 0.942  C45 1.093
100 H -0.187 3.876 3.735  C41 1.135
101 H -3.967 -1.624 -0.041  C47 1.141
102 H -6.055 -5.334 4.614  C43 1.093
103 H -1.224 -4.595 -1.789  C35 1.094
104 H -0.181 1.497 1.102  C12 1.148
105 H 2.146 -3.307 0.037  C25 1.094
106 H -1.092 -1.251 2.787  C46 1.156
107 H 3.665 0.407 -4.500  C23 1.093
108 H 1.251 1.379 -1.329  C14 1.093
109 H 2.978 -0.032 -1.533  C44 1.095
110 H -0.055 -3.306 -7.098  C31 1.093
111 H 1.090 -6.582 -1.552  C38 1.093
112 H 3.764 -2.804 -7.649  C22 1.093
113 H 2.192 2.328 -0.179  C14 1.094
114 H 0.407 9.932 -0.102  C48 1.092
115 H 2.916 0.987 1.834  C26 1.150
116 H 2.434 -4.479 -2.775  C13 1.093
117 H 0.975 3.120 -1.207  C14 1.093
118 H 0.641 0.190 2.145  C12 1.158
119 H -4.390 -1.287 1.802  C47 1.141
120 H 4.439 7.455 1.653  C34 1.093
121 H 5.272 1.720 1.525  C24 1.156
122 H -5.481 1.174 1.343  C15 1.146
123 H 4.782 6.897 -0.001  C34 1.093

Atomic partial charges in e from the Mulliken method, atoms 1 to 8: atom 1 (S): 1.390, atom 2 (F): -0.320, atom 3 (O): -0.607, atom 4 (O): -0.628, atom 5 (O): -0.417, atom 6 (O): -0.488, atom 7 (O): -0.310, atom 8 (O): -0.292

Record 2
Density functional theory data (ωB97M-V/def2-TZVPD) for 2 unconnected molecules or ions with the total composition Cl2H2S.

Results
Lowest unoccupied orbital energy = -1.287 eV
Energy above the lowest of the compared OMol25 structures with the same formula, charge and spin = 0.8 kcal per mole
Max |F| = 0.6 eV/Å
Net charge = 0
Orbital gap = 8.456 eV
SMILES = ClCl.S

Bonds (Å) are listed after each position.
Positions of all 5 atoms, in Å:
1 Cl -0.638 0.893 0.035  Cl2 1.996
2 Cl -1.926 -0.630 -0.028  Cl1 1.996
3 S 2.521 -0.269 -0.018  H4 1.339, H5 1.340
4 H 1.727 0.697 -0.496  S3 1.339
5 H 1.527 -0.852 0.666  S3 1.340

The natural (NBO) scheme yields these atomic charges, measured in e: atom 1 (Cl): -0.007, atom 2 (Cl): 0.011, atom 3 (S): -0.279, atom 4 (H): 0.134, atom 5 (H): 0.140

Record 3
Density functional theory data (ωB97M-V/def2-TZVPD) for 2 unconnected molecules or ions with the total composition C5H10F3NO in a non-equilibrium geometry.

Results
Lowest unoccupied orbital energy = 0.356 eV
Energy above the lowest of the compared OMol25 structures with the same formula, charge and spin = 29.5 kcal per mole
Max |F| = 4.9 eV/Å
Net charge = 0
Orbital gap = 10.041 eV
SMILES = CC(C)C(=O)C(F)(F)F.N

Bonds (Å) are listed after each position.
Positions of all 20 atoms, in Å:
1 F 2.184 1.697 1.335  C6 1.391
2 F 1.515 2.817 -0.263  C6 1.331
3 F 0.059 2.324 1.389  C6 1.361
4 O 0.130 0.794 -1.303  C8 1.204
5 N -2.479 0.482 -2.289  H17 1.047, H19 1.025, H20 1.004
6 C 1.044 1.883 0.560  F1 1.391, F2 1.331, F3 1.361, C8 1.557
7 C 0.789 -0.697 0.463  C8 1.479, C9 1.558, C10 1.516, H11 1.142
8 C 0.625 0.604 -0.222  O4 1.204, C6 1.557, C7 1.479
9 C 0.252 -0.649 1.925  C7 1.558, H13 1.036, H15 1.022, H16 1.021
10 C 0.110 -1.855 -0.241  C7 1.516, H12 1.062, H14 1.076, H18 0.984
11 H 1.928 -0.766 0.429  C7 1.142
12 H 0.755 -2.687 -0.383  C10 1.062
13 H -0.783 -0.681 1.938  C9 1.036
14 H -0.241 -1.398 -1.150  C10 1.076
15 H 0.437 -1.525 2.417  C9 1.022
16 H 0.823 0.011 2.456  C9 1.021
17 H -2.531 0.707 -3.311  N5 1.047
18 H -0.628 -2.248 0.277  C10 0.984
19 H -1.649 -0.119 -2.298  N5 1.025
20 H -2.338 1.305 -1.731  N5 1.004

Atomic partial charges in e from the natural (NBO) method, atoms 1 to 8: atom 1 (F): -0.349, atom 2 (F): -0.300, atom 3 (F): -0.308, atom 4 (O): -0.496, atom 5 (N): -1.080, atom 6 (C): 0.896, atom 7 (C): -0.315, atom 8 (C): 0.517